Record 1
The following is a DFT calculation (ωB97M-V/def2-TZVPD) of one molecule with the formula C6H10N2O2 at a distorted geometry.

```
20
Properties=species:S:1:pos:R:3
C 0.086 -1.033 -0.522
C 0.959 0.963 -0.815
C 2.160 -0.337 1.244
C -0.432 0.373 -1.013
C 1.303 -0.213 0.048
C -1.603 0.843 -0.092
N -1.013 -2.001 -0.050
N -1.053 -2.182 1.169
O 0.524 -1.740 -1.689
O 2.643 -0.806 0.043
H 1.591 0.854 -1.742
H 1.088 1.991 -0.455
H 2.815 0.381 1.610
H 1.990 -1.198 2.051
H -0.825 0.339 -2.116
H -2.122 1.609 -0.604
H -1.228 0.996 0.903
H -2.228 -0.013 -0.051
H 1.424 -1.743 -1.629
H -1.757 -2.840 1.293
```

frontier orbital gap = 10.25 eV
SMILES = [H]/N=N/[C@@]1(O)[C@@H](C)C[C@@]12CO2
E_HOMO = -9.3963 eV
relative energy (zero: lowest compared OMol25 entry of this formula, charge and spin) = 513.6 kJ/mol

---

Record 2
The following is a DFT calculation (ωB97M-V/def2-TZVPD) of one molecule with the formula CH2FNO2 at a distorted geometry.

```
7
Properties=species:S:1:pos:R:3
C 1.210 0.033 0.092
N -1.219 0.111 -0.279
O 2.210 -0.602 0.143
O 0.021 -0.554 -0.159
F 1.181 1.363 0.358
H -1.532 0.265 0.584
H -1.873 -0.616 -0.738
```

frontier orbital gap = 11.34 eV
SMILES = NOC(=O)F
E_HOMO = -10.7223 eV
relative energy (zero: lowest compared OMol25 entry of this formula, charge and spin) = 11.1 kJ/mol

---

Record 3
The following is a DFT calculation (ωB97M-V/def2-TZVPD) of a 11-piece molecular cluster, C19H60N2O11 overall at a distorted geometry.

```
92
Properties=species:S:1:pos:R:3
C -2.218 3.017 1.095
C -2.635 3.256 -0.401
O -3.972 2.801 -0.526
H -2.682 3.869 1.715
H -1.154 2.961 1.320
H -2.500 1.997 1.453
H -1.982 2.622 -0.997
H -2.477 4.285 -0.792
H -4.006 1.978 -0.028
C 3.191 -2.859 2.424
C 3.148 -3.346 0.954
O 4.465 -3.373 0.446
H 2.221 -2.574 2.799
H 3.888 -2.060 2.587
H 3.570 -3.707 3.045
H 2.478 -2.619 0.433
H 2.617 -4.294 0.913
H 4.766 -2.495 0.341
C -2.476 0.478 -2.950
C -3.977 0.201 -2.873
O -4.388 -0.431 -4.040
H -2.096 0.486 -1.890
H -2.325 1.485 -3.359
H -1.917 -0.217 -3.615
H -4.447 1.204 -2.704
H -4.195 -0.330 -1.943
H -5.366 -0.627 -3.992
C -0.609 -4.177 0.311
C 0.141 -5.228 -0.485
O 0.765 -4.590 -1.564
H -1.330 -3.656 -0.293
H 0.075 -3.446 0.674
H -1.051 -4.634 1.145
H -0.466 -6.043 -0.926
H 0.941 -5.634 0.184
H 0.679 -5.127 -2.412
C 0.289 3.717 -2.427
C 0.774 4.318 -1.100
O 0.705 5.701 -1.176
H 0.407 2.670 -2.483
H 0.825 4.165 -3.227
H -0.768 3.920 -2.590
H 1.810 4.061 -0.955
H 0.321 4.009 -0.175
H 1.568 5.960 -1.403
C 2.890 1.267 3.020
C 3.347 1.746 1.665
O 2.568 2.875 1.281
H 2.839 2.087 3.729
H 3.639 0.503 3.381
H 1.895 0.741 2.964
H 3.068 0.946 0.986
H 4.387 1.959 1.540
H 3.161 3.636 1.312
C -0.304 -0.294 4.841
C -0.838 -0.417 3.402
O -0.472 -1.557 2.678
H -0.706 0.577 5.342
H 0.721 0.042 4.898
H -0.470 -1.167 5.447
H -0.556 0.554 2.828
H -1.925 -0.364 3.439
H -0.634 -2.339 3.207
C -2.756 -1.225 0.586
C -3.989 -0.631 1.224
O -4.515 0.415 0.508
H -1.984 -0.542 0.653
H -2.954 -1.530 -0.422
H -2.418 -2.093 1.133
H -3.768 -0.252 2.212
H -4.743 -1.396 1.437
H -5.266 0.004 -0.029
C 0.943 -1.488 -2.862
O 0.664 -0.171 -3.062
N 1.132 -2.097 -1.702
N 1.143 -2.261 -3.892
H 0.775 -1.503 -0.907
H 1.079 -3.112 -1.595
H 0.787 -1.889 -4.794
H 1.199 -3.282 -3.810
C 3.348 1.819 -2.345
O 3.824 2.542 -1.213
H 2.618 2.474 -2.740
H 2.981 0.897 -2.028
H 4.047 1.616 -3.094
H 3.130 2.482 -0.518
C 0.348 0.764 -0.075
O 0.370 -0.569 0.236
H -0.602 1.003 -0.407
H 1.053 1.001 -0.850
H 0.442 1.331 0.852
H -0.080 -0.753 1.054
```

frontier orbital gap = 8.70 eV
SMILES = NC(N)=O.CCO.CCO.CCO.CCO.CCO.CCO.CCO.CCO.CO.CO
E_HOMO = -8.6204 eV
relative energy (zero: lowest compared OMol25 entry of this formula, charge and spin) = 38.7 kJ/mol

---

Record 4
The following is a DFT calculation (ωB97M-V/def2-TZVPD) of a 11-piece molecular cluster, C22H66O22 overall at a distorted geometry.

```
110
Properties=species:S:1:pos:R:3
C 9.987 5.724 -4.419
C 11.122 6.342 -5.226
O 11.025 7.792 -5.156
O 8.838 6.060 -5.260
H 9.930 6.223 -3.451
H 9.928 4.636 -4.357
H 11.056 6.111 -6.290
H 12.123 6.024 -4.935
H 10.144 8.021 -5.469
H 8.068 5.876 -4.712
C 13.673 6.179 3.268
C 12.841 5.108 2.616
O 12.081 4.390 3.595
O 14.753 5.576 3.970
H 13.117 6.758 4.009
H 13.986 6.953 2.559
H 13.496 4.430 2.066
H 12.126 5.569 1.934
H 12.692 4.076 4.270
H 15.352 5.330 3.250
C 12.913 -2.437 1.110
C 12.309 -1.647 -0.033
O 13.258 -0.647 -0.381
O 13.298 -1.602 2.198
H 13.843 -2.849 0.715
H 12.376 -3.265 1.577
H 11.372 -1.145 0.226
H 12.074 -2.309 -0.867
H 13.256 0.048 0.288
H 12.504 -1.218 2.582
C 16.384 4.337 0.823
C 17.416 3.498 0.048
O 18.533 4.287 -0.362
O 16.761 4.608 2.176
H 15.475 3.733 0.789
H 16.176 5.247 0.257
H 17.042 3.075 -0.887
H 17.662 2.629 0.667
H 19.062 3.803 -1.000
H 17.718 4.554 2.247
C 6.532 1.484 -5.361
C 6.448 2.174 -4.015
O 7.724 2.628 -3.623
O 7.109 0.159 -5.304
H 7.092 2.077 -6.087
H 5.546 1.316 -5.804
H 6.020 1.481 -3.284
H 5.768 3.026 -4.052
H 8.264 1.831 -3.577
H 6.882 -0.309 -6.110
C 15.778 0.792 -2.725
C 15.937 2.144 -3.330
O 15.136 3.111 -2.643
O 14.489 0.297 -3.078
H 15.944 0.863 -1.649
H 16.490 0.088 -3.167
H 15.753 2.121 -4.407
H 16.922 2.577 -3.138
H 14.213 2.875 -2.835
H 14.079 0.064 -2.239
C 12.073 -1.312 -4.851
C 11.765 0.072 -5.374
O 11.018 0.853 -4.425
O 10.981 -2.216 -5.023
H 12.384 -1.259 -3.804
H 12.928 -1.640 -5.448
H 11.234 -0.067 -6.319
H 12.731 0.524 -5.593
H 10.368 0.222 -4.087
H 11.264 -3.049 -4.636
C 9.370 -0.963 -2.076
C 8.408 -1.760 -1.213
O 7.532 -2.519 -2.081
O 8.708 -0.050 -2.961
H 9.922 -1.705 -2.663
H 10.165 -0.433 -1.550
H 7.754 -1.109 -0.631
H 8.968 -2.373 -0.505
H 6.631 -2.357 -1.796
H 8.245 -0.575 -3.629
C 14.927 1.707 2.280
C 13.648 2.245 1.673
O 12.565 1.332 1.879
O 15.501 0.666 1.484
H 14.796 1.353 3.303
H 15.588 2.574 2.210
H 13.699 2.421 0.596
H 13.319 3.183 2.126
H 11.789 1.807 2.182
H 14.824 -0.024 1.473
C 11.579 2.411 -1.586
C 11.730 3.814 -0.935
O 13.072 4.063 -0.510
O 12.427 2.435 -2.708
H 10.537 2.342 -1.911
H 11.807 1.592 -0.899
H 11.144 3.994 -0.034
H 11.409 4.510 -1.715
H 13.618 3.673 -1.205
H 12.143 1.862 -3.433
C 12.848 7.235 -1.324
C 14.189 8.004 -1.235
O 14.633 8.207 -2.570
O 11.798 8.118 -1.640
H 12.651 6.777 -0.355
H 13.046 6.482 -2.089
H 14.921 7.417 -0.680
H 13.970 8.973 -0.783
H 14.307 9.045 -2.905
H 12.094 8.697 -2.348
```

frontier orbital gap = 9.78 eV
SMILES = OCCO.OCCO.OCCO.OCCO.OCCO.OCCO.OCCO.OCCO.OCCO.OCCO.OCCO
E_HOMO = -9.5629 eV
relative energy (zero: lowest compared OMol25 entry of this formula, charge and spin) = 153.8 kJ/mol

---

Record 5
The following is a DFT calculation (ωB97M-V/def2-TZVPD) of C18H15I3O3RhS as an isolated structure.

```
41
Properties=species:S:1:pos:R:3
Rh 0.018 1.708 0.354
I 1.580 4.517 0.982
C 2.117 3.450 2.724
I 1.829 1.367 2.457
H 1.490 3.779 3.542
H 3.168 3.615 2.931
I -2.563 2.952 0.896
C -2.766 2.252 -1.058
C -4.022 1.846 -1.472
C -4.216 1.370 -2.767
C -3.160 1.309 -3.653
C -1.886 1.736 -3.257
C -0.791 1.687 -4.156
C 0.472 2.131 -3.799
C 0.683 2.620 -2.521
C -0.322 2.516 -1.543
C -1.665 2.206 -1.934
H -4.858 1.887 -0.788
H -5.200 1.043 -3.069
H -3.303 0.919 -4.652
H -0.968 1.322 -5.160
H 1.280 2.096 -4.515
H 1.658 3.001 -2.241
C 2.303 -4.651 3.891
C 1.749 -3.731 2.843
C 2.577 -2.881 2.121
C 2.065 -2.042 1.139
C 0.705 -2.058 0.878
C -0.145 -2.906 1.581
C 0.380 -3.729 2.557
S 0.027 -1.018 -0.364
O -0.529 -1.816 -1.408
O 1.096 -0.065 -0.741
O -1.008 -0.173 0.351
H 3.326 -4.385 4.149
H 2.304 -5.683 3.538
H 1.700 -4.616 4.799
H 3.641 -2.878 2.321
H 2.717 -1.396 0.567
H -1.206 -2.919 1.368
H -0.279 -4.387 3.109
```

frontier orbital gap (alpha / beta) = 7.75 / 5.44 eV
total charge = +1
E_HOMO (alpha / beta) = -11.3452 / -11.6256 eV
multiplicity = 5

---

Record 6
The following is a DFT calculation (ωB97M-V/def2-TZVPD) of an isolated ion of composition C4H9N2O and charge +1 at a distorted geometry.

```
16
Properties=species:S:1:pos:R:3
C -2.334 -0.192 -0.042
C -0.325 1.032 -0.110
C 0.245 -0.416 -0.125
C 0.855 -0.644 1.259
N -1.740 0.915 0.221
N 1.258 -0.648 -1.267
O -3.132 -1.004 -0.143
H 0.006 1.570 0.776
H -0.040 1.596 -1.118
H 0.005 -0.766 2.123
H 1.495 0.334 1.545
H 1.605 -1.479 1.399
H -2.302 1.782 0.374
H 0.817 -1.208 -1.992
H 2.164 -1.053 -1.061
H 1.423 0.182 -1.839
```

frontier orbital gap (alpha / beta) = 7.90 / 7.90 eV
total charge = +1
E_HOMO (alpha / beta) = -11.8553 / -11.8558 eV
relative energy (zero: lowest compared OMol25 entry of this formula, charge and spin) = 469.2 kJ/mol

---

Record 7
The following is a DFT calculation (ωB97M-V/def2-TZVPD) of CH4FNO as an isolated structure at a distorted geometry.

```
8
Properties=species:S:1:pos:R:3
C 0.719 1.083 0.287
N -1.037 -0.607 0.444
O -0.491 0.613 0.346
F -2.354 -0.278 0.615
H 0.857 2.019 0.695
H 1.511 0.521 -0.136
H 0.497 -1.718 -1.512
H 0.298 -1.634 -0.738
```

frontier orbital gap (alpha / beta) = 8.48 / 9.55 eV
E_HOMO (alpha / beta) = -8.6256 / -9.5788 eV
relative energy (zero: lowest compared OMol25 entry of this formula, charge and spin) = 680.4 kJ/mol

---

Record 8
The following is a DFT calculation (ωB97M-V/def2-TZVPD) of C55H51CsN16O8SSe as an isolated structure at a distorted geometry.

```
133
Properties=species:S:1:pos:R:3
Cs -0.938 -0.436 0.251
C -4.807 -1.064 4.653
N -4.147 -1.707 3.536
C -3.106 -2.551 3.530
N -2.824 -2.932 2.303
C -3.749 -2.258 1.560
N -4.572 -1.509 2.265
C -4.411 0.374 4.870
C -5.377 1.369 4.860
C -5.031 2.691 5.126
C -3.720 3.014 5.420
C -2.746 2.015 5.419
C -3.087 0.705 5.125
C -1.365 2.379 5.735
N -0.906 3.505 6.151
N 0.482 3.339 6.283
C 0.731 2.124 5.944
O -0.392 1.443 5.612
C 2.031 1.465 5.806
C 3.135 2.004 6.462
C 4.384 1.443 6.264
C 4.529 0.367 5.397
C 3.428 -0.161 4.731
C 3.660 -1.232 3.694
N 2.504 -2.011 3.328
C 2.001 -2.171 2.094
N 1.023 -3.052 2.110
C 0.949 -3.376 3.426
N 1.828 -2.789 4.210
C 2.170 0.372 4.961
H -4.577 -1.659 5.538
H -5.879 -1.137 4.481
H -2.587 -2.832 4.437
H -3.793 -2.288 0.480
H -6.404 1.114 4.622
H -5.786 3.467 5.094
H -3.433 4.035 5.629
H -2.308 -0.048 5.068
H 3.003 2.866 7.104
H 5.251 1.852 6.769
H 5.512 -0.062 5.223
H 4.454 -1.904 4.024
H 3.994 -0.760 2.767
H 2.365 -1.633 1.230
H 0.227 -4.075 3.823
H 1.315 -0.041 4.445
N 0.642 -3.270 -2.816
C -0.321 -4.042 -2.168
C -1.012 -5.107 -2.765
C -1.887 -5.826 -1.978
C -2.037 -5.513 -0.634
C -1.270 -4.481 -0.119
N -0.439 -3.756 -0.865
C 0.701 -2.783 -4.118
C -0.364 -2.826 -5.033
C -0.165 -2.281 -6.286
C 1.060 -1.711 -6.612
C 2.033 -1.695 -5.629
N 1.883 -2.224 -4.419
H 1.122 -2.660 -2.169
H -0.857 -5.356 -3.801
H -2.456 -6.637 -2.417
H -2.726 -6.049 0.007
H -1.335 -4.197 0.926
H -1.333 -3.166 -4.716
H -0.983 -2.269 -6.997
H 1.245 -1.255 -7.576
H 2.997 -1.233 -5.829
Se 8.420 -1.567 -3.731
N 7.350 -2.836 -3.038
C 6.300 -2.234 -2.582
C 5.191 -2.925 -1.937
C 5.163 -4.312 -1.793
C 4.083 -4.890 -1.160
C 3.064 -4.065 -0.687
N 3.077 -2.747 -0.829
C 4.115 -2.178 -1.447
C 4.071 -0.688 -1.607
N 2.987 -0.043 -1.151
C 2.927 1.269 -1.304
C 3.921 2.020 -1.933
C 5.034 1.367 -2.410
C 5.120 -0.018 -2.243
C 6.264 -0.779 -2.732
N 7.287 -0.237 -3.310
H 5.982 -4.904 -2.178
H 4.006 -5.961 -1.031
H 2.192 -4.466 -0.179
H 2.038 1.756 -0.911
H 3.788 3.086 -2.045
H 5.834 1.895 -2.910
C -2.914 -0.073 -3.662
S -2.551 -1.257 -2.401
O -3.380 -0.853 -1.259
O -1.113 -1.091 -2.132
O -2.883 -2.584 -2.913
H -3.964 -0.170 -3.941
H -2.271 -0.263 -4.521
H -2.699 0.918 -3.246
C 1.102 3.411 -3.449
C -0.100 3.961 -4.226
C -0.641 2.869 -5.151
C -1.156 4.554 -3.315
C -1.502 5.890 -3.469
C -2.450 6.513 -2.663
C -3.051 5.740 -1.669
C -2.747 4.404 -1.466
C -3.438 3.658 -0.346
C -4.283 2.483 -0.839
C -2.454 3.189 0.726
C -1.781 3.740 -2.299
O -1.484 2.503 -2.140
H 1.881 3.050 -4.133
H 0.762 2.583 -2.829
H 1.538 4.176 -2.798
H 0.258 4.787 -4.857
H -0.932 2.003 -4.556
H 0.127 2.557 -5.869
H -1.517 3.212 -5.709
H -0.997 6.457 -4.251
H -2.706 7.558 -2.797
H -3.792 6.195 -1.012
H -4.117 4.388 0.116
H -3.656 1.698 -1.262
H -4.988 2.808 -1.610
H -4.857 2.046 -0.013
H -1.713 2.535 0.264
H -2.958 2.612 1.510
H -1.931 4.025 1.193
O -0.984 0.002 2.870
N -0.093 0.838 2.593
O -0.212 2.034 2.895
O 0.901 0.440 1.934
```

frontier orbital gap = 4.04 eV
total charge = -2
E_HOMO = -1.3523 eV
relative energy (zero: lowest compared OMol25 entry of this formula, charge and spin) = 111.1 kJ/mol

---

Record 9
The following is a DFT calculation (ωB97M-V/def2-TZVPD) of one molecule with the formula C5H2O at a distorted geometry.

```
8
Properties=species:S:1:pos:R:3
C 1.277 -0.619 -2.932
C -0.435 0.257 0.481
C -0.404 -0.224 1.770
C -0.079 0.364 -0.753
C 0.704 -0.178 -1.937
O -0.906 0.222 2.744
H 0.307 -1.199 1.702
H -0.464 1.377 -1.075
```

frontier orbital gap (alpha / beta) = 6.19 / 6.19 eV
E_HOMO (alpha / beta) = -9.6399 / -9.6413 eV
relative energy (zero: lowest compared OMol25 entry of this formula, charge and spin) = 507.2 kJ/mol

---

Record 10
The following is a DFT calculation (ωB97M-V/def2-TZVPD) of one molecule with the formula Cl2HOPS at a distorted geometry.

```
6
Properties=species:S:1:pos:R:3
O -1.054 -0.663 0.026
P 0.323 0.126 0.113
S -0.031 2.469 0.341
Cl 1.353 -0.467 -1.424
Cl 1.134 -0.967 1.614
H -1.725 -0.499 -0.670
```

frontier orbital gap = 7.97 eV
SMILES = OP(=S)(Cl)Cl
E_HOMO = -8.8808 eV
relative energy (zero: lowest compared OMol25 entry of this formula, charge and spin) = 180.2 kJ/mol

---

Record 11
The following is a DFT calculation (ωB97M-V/def2-TZVPD) of one molecule with the formula C5H10O at a distorted geometry.

```
16
Properties=species:S:1:pos:R:3
C -1.199 -0.971 -0.427
C -0.153 0.380 -0.274
C -0.955 1.502 0.347
C 1.135 0.045 0.413
C 2.070 -0.872 -0.175
O 1.927 -1.315 -1.300
H -2.007 -0.625 -1.076
H -1.622 -1.280 0.538
H -0.679 -1.804 -0.908
H 0.114 0.559 -1.317
H -0.358 2.421 0.386
H -1.861 1.707 -0.233
H -1.262 1.257 1.372
H 1.530 0.767 1.136
H 0.354 -0.645 1.085
H 2.965 -1.126 0.433
```

frontier orbital gap = 10.84 eV
SMILES = CC(C)CC=O
E_HOMO = -9.9234 eV
relative energy (zero: lowest compared OMol25 entry of this formula, charge and spin) = 177.2 kJ/mol